Molecular formula: C9H30AgN9O6
Method: DFT, ωB97M-V/def2-TZVPD

The total energy comes out at -1452.23485 a.u.

ORCA input file:
```
! RIJCOSX wB97M-V def2-TZVPD def2/J DEFGRID3
* xyz 0 1
Ag -0.8350 -0.7589 0.6658
C -3.2354 -1.7990 -1.3739
O -1.9059 -1.4135 -1.4550
H -3.5683 -1.9466 -0.3266
H -3.9519 -1.0589 -1.7901
H -3.4313 -2.7266 -1.9435
C 2.5681 1.7073 -0.4831
C 1.4322 1.4130 -1.4581
C 1.7848 1.5520 -2.9221
O 2.0300 2.9083 -3.2380
C 2.7411 3.0588 -4.4356
N 0.8432 0.0957 -1.1316
H 2.6084 0.9952 0.3436
H 2.5023 2.6859 -0.0038
H 3.5494 1.6826 -0.9725
H 0.6428 2.1499 -1.2648
H 0.9129 1.1913 -3.4939
H 2.6221 0.9038 -3.2203
H 2.1820 2.7805 -5.3336
H 3.7005 2.5309 -4.3763
H 3.0055 4.1147 -4.5471
H 0.1966 -0.1809 -1.8699
H 1.6080 -0.5748 -1.1247
C -2.0310 2.0825 -0.5675
O -2.2595 1.5471 0.5277
N -1.9237 1.4054 -1.7413
N -1.8367 3.4595 -0.6365
H -1.7976 0.3333 -1.7578
H -1.8058 1.9830 -2.5563
H -1.3910 3.8761 -1.4346
H -1.5768 3.8535 0.2524
C -2.2115 -3.4851 2.6709
O -1.4927 -2.5001 2.5695
N -3.0753 -3.8317 1.6648
N -2.2720 -4.2668 3.8078
H -3.0234 -3.2207 0.8636
H -3.6236 -4.6678 1.6847
H -1.4479 -4.2453 4.3823
H -2.7931 -5.1244 3.7945
C 0.1842 1.9411 2.5781
O -0.0450 0.7833 2.2851
N 1.4355 2.3453 2.9866
N -0.7889 2.8882 2.4969
H 2.1846 1.6823 2.9873
H 1.5770 3.2380 3.4214
H -1.6284 2.5514 2.0336
H -0.5994 3.8332 2.7661
C 1.4111 -3.0399 0.9986
O 0.5665 -2.5917 0.2248
N 2.4962 -3.7712 0.5643
N 1.3634 -2.8133 2.3506
H 3.1850 -4.0471 1.2383
H 2.6256 -3.9891 -0.4033
H 0.4874 -2.4673 2.7222
H 2.1047 -3.0527 2.9802
*
```

Molecular formula: C4H5F2NS
Method: DFT, ωB97M-V/def2-TZVPD

The total energy comes out at -808.02998 a.u.

ORCA input file:
```
! RIJCOSX wB97M-V def2-TZVPD def2/J DEFGRID3
* xyz 0 1
C -0.0582 0.0069 -0.1623
C 0.7461 -1.2133 0.0951
C 0.9181 -1.6221 1.3115
C -1.0849 -0.0365 -1.2856
H 2.0145 0.6663 1.7186
H 1.0008 -1.7184 -0.7956
H 1.4454 -2.5913 1.3721
H 0.4557 -1.1838 2.1849
H -1.5356 0.9243 -1.4580
N -0.0305 1.1402 0.3959
F -0.4268 -0.5437 -2.3590
F -2.1118 -0.9522 -1.0705
S 1.0345 1.6609 1.5824
*
```

Molecular formula: C2H3N5O
Method: DFT, ωB97M-V/def2-TZVPD

The total energy comes out at -426.94580 a.u.

ORCA input file:
```
! RIJCOSX wB97M-V def2-TZVPD def2/J DEFGRID3
* xyz 0 1
C 0.4059 0.5098 -0.9056
C -0.9199 -0.8885 0.3577
H -0.0067 1.5185 -2.7085
H 0.8743 2.3990 -1.7011
H 1.3927 1.7952 0.2721
N 0.8084 1.3039 -2.1009
N -0.4423 -0.4503 -0.8212
N 0.2146 -0.8290 1.4724
N 0.9034 0.1614 1.4068
N 0.8166 1.0131 0.2289
O -1.9101 -1.4792 0.7653
*
```

Molecular formula: C10H5F4NNaO3
Method: DFT, ωB97M-V/def2-TZVPD

The total energy comes out at -1226.11135 a.u.

ORCA input file:
```
! RIJCOSX wB97M-V def2-TZVPD def2/J DEFGRID3
* xyz 1 1
O 3.4283 2.2659 1.3447
C 3.0544 1.2484 0.8626
N 3.9139 0.1873 0.3591
C 3.1348 -0.4721 -0.6773
O 3.5788 -1.0736 -1.5996
C 1.7005 -0.1370 -0.4384
C 0.5441 -0.6763 -0.9598
C -0.6791 -0.1787 -0.5178
C -1.9324 -0.8185 -1.0422
F -1.6911 -1.7701 -1.9377
F -2.6661 0.1746 -1.7022
C -2.7205 -1.4646 0.1552
F -3.5443 -2.4318 -0.2506
F -1.7678 -2.0038 0.9368
C -0.7214 0.8665 0.4165
O -1.9294 1.3991 0.8593
C 0.4491 1.4041 0.9356
C 1.6489 0.8844 0.5003
H 4.1125 -0.4763 1.1051
H 0.5884 -1.4746 -1.6851
H -3.2542 -0.7196 0.7573
H -1.6773 2.1246 1.4439
H 0.4368 2.2030 1.6679
Na -4.0071 0.9390 -0.5334
*
```

Molecular formula: C8H7FO3
Method: DFT, ωB97M-V/def2-TZVPD

The total energy comes out at -634.53661 a.u.

ORCA input file:
```
! RIJCOSX wB97M-V def2-TZVPD def2/J DEFGRID3
* xyz 0 1
C -0.8604 -0.8227 -0.3255
C 0.4533 -0.7693 -0.4304
C -1.9715 -1.3679 0.4763
C -2.0892 1.0380 0.7008
C 0.6019 0.7206 -0.7253
C -0.9568 0.7103 -0.5995
C 1.5758 -1.7461 -0.2252
C 1.3035 1.5435 0.3537
O -2.3362 -2.4680 0.7432
O -2.3697 2.0460 1.3118
O -2.6093 -0.2272 0.9715
F -1.7119 1.0950 -1.7990
H 0.9356 0.9459 -1.7018
H 2.5220 -1.2436 -0.3456
H 1.4284 -2.6895 -0.8903
H 1.5242 -2.1514 0.8267
H 1.3670 2.6560 -0.0479
H 2.3423 1.3026 0.3165
H 0.8510 1.4278 1.3900
*
```

Molecular formula: C4H4N2O2
Method: DFT, ωB97M-V/def2-TZVPD

The total energy comes out at -414.72844 a.u.

ORCA input file:
```
! RIJCOSX wB97M-V def2-TZVPD def2/J DEFGRID3
* xyz 0 1
C 0.9735 0.7039 -0.0688
C 1.1534 -1.5297 0.1025
C -0.1691 -1.2478 -0.2406
C -1.6814 0.5849 -0.0280
H 0.5758 2.3852 0.2641
H 1.6953 -2.4487 0.6899
H -1.1668 -1.7162 -0.4374
H -1.5717 1.7225 -0.0703
N 1.4076 1.8434 0.0218
N -0.3252 0.0968 -0.4186
O 1.7975 -0.3286 -0.0006
O -2.6889 -0.0657 0.1859
*
```

The following LUMO level values (in eV) correspond, in order, to the records above: 0.58 0.28 -0.14 -4.50 -0.11 0.30.